C50H40ClN4O2S4Ta | ωB97M-V/def2-TZVPD

Calculated values
- Max |F|: 5.99 eV Å⁻¹
- LUMO level: -5.39 eV

The geometry in ORCA input format:
```
! RIJCOSX wB97M-V def2-TZVPD def2/J DEFGRID3
* xyz 2 1
Ta -0.98 -0.01 -0.78
Cl -2.05 1.57 -3.15
S 1.20 1.08 2.39
S -1.12 -0.65 2.43
S -2.65 1.77 -0.17
S 1.34 0.01 -2.08
O -3.89 -1.46 -3.17
O -2.60 -1.26 -1.35
N -1.11 -0.88 0.91
N 0.01 0.19 3.10
N 0.84 0.61 -0.72
N -0.04 -0.74 -2.51
C -1.12 1.52 -6.98
C 4.10 -3.64 -1.77
C 2.75 2.99 3.46
C 1.67 1.60 5.07
C 2.29 2.30 6.09
C 3.44 -1.62 -2.93
C 4.66 -0.56 1.20
C 3.20 3.32 5.79
C -0.10 -0.47 -6.12
C -0.30 -1.31 -3.82
C 2.22 1.39 -2.91
C -3.82 -0.32 2.43
C -0.34 0.40 -7.18
C -0.58 -0.22 -4.82
C -3.62 -0.91 -2.11
C 3.43 3.64 4.46
C 1.48 2.36 -3.56
C -5.22 2.08 -0.26
C -4.99 0.41 2.67
C 3.46 3.58 -4.16
C 2.10 3.40 -4.23
C -1.65 1.77 -5.73
C 4.73 -1.78 1.83
C 3.55 0.25 1.36
C -1.04 -4.70 2.85
C 3.70 -2.17 2.69
C 1.92 1.94 3.76
C -1.35 0.95 -4.66
C -2.64 0.07 3.01
C -5.85 0.23 -2.22
C -1.46 -3.74 4.98
C -6.86 1.01 -1.68
C 3.60 1.55 -2.83
C 2.55 -0.12 2.24
C -4.99 1.45 3.58
C -4.57 0.19 -1.61
C -1.26 -4.87 4.20
C 4.19 2.69 -3.40
C 2.49 -1.37 -1.96
C -6.52 1.93 -0.70
C -1.01 -3.43 2.29
C -3.82 1.75 4.25
C -2.66 1.06 3.98
C -4.21 1.23 -0.75
C 2.30 -2.26 -0.93
C -1.44 -2.47 4.44
C 3.12 -3.37 -0.82
C -1.18 -2.32 3.10
C 4.24 -2.74 -2.83
C 2.63 -1.31 2.93
H 1.48 4.07 -4.82
H -1.66 -1.60 5.05
H 5.27 2.83 -3.26
H 5.58 -2.43 1.63
H -7.89 0.93 -1.98
H 1.02 0.76 5.29
H 0.07 0.18 -8.16
H 4.22 0.82 -2.33
H 3.95 4.39 -4.72
H 0.46 -1.36 -6.34
H -0.86 -5.54 2.18
H -2.29 2.62 -5.56
H 2.09 2.07 7.12
H -3.80 2.53 5.01
H -3.80 -1.12 1.68
H 2.87 3.30 2.42
H 1.56 -2.07 -0.16
H 5.49 -0.22 0.58
H 4.98 -2.92 -3.60
H 1.87 -1.57 3.67
H -1.59 -3.86 6.05
H -5.89 2.07 3.74
H -7.28 2.56 -0.26
H -1.15 -1.98 -3.65
H 3.75 -3.14 3.16
H 4.18 4.40 4.20
H -4.94 2.77 0.52
H -1.74 1.24 4.55
H 0.57 -1.90 -4.15
H 4.69 -4.54 -1.70
H -1.34 2.19 -7.84
H 3.59 -0.96 -3.80
H 0.38 2.37 -3.48
H 3.42 1.18 0.81
H -6.04 -0.47 -3.02
H -5.90 0.16 2.10
H -1.30 -5.87 4.64
H 2.99 -4.02 0.04
H -0.89 -3.32 1.22
H 3.69 3.87 6.60
*
```

Löwdin atomic charge list, values in e, 99 entries: Ta 1.451; Cl 0.764; S 1.151; S 0.818; S 0.595; S 0.921; O 0.075; O -0.227; N -0.449; N -0.475; N -0.424; N -0.386; C -0.060; C -0.019; C -0.090; C -0.067; C -0.037; C -0.080; C -0.066; C -0.039; C -0.024; C -0.169; C -0.272; C -0.064; C -0.060; C -0.202; C -0.591; C -0.055; C -0.068; C -0.153; C -0.053; C -0.041; C -0.044; C -0.112; C -0.067; C -0.108; C -0.056; C -0.049; C -0.411; C -0.510; C -0.345; C 0.003; C -0.044; C -0.054; C -0.066; C -0.387; C -0.045; C -0.160; C -0.041; C -0.042; C -0.317; C -0.072; C -0.061; C -0.052; C -0.072; C -0.619; C -0.073; C -0.065; C -0.047; C -0.310; C -0.041; C -0.056; H 0.125; H 0.121; H 0.126; H 0.123; H 0.113; H 0.103; H 0.121; H 0.106; H 0.135; H 0.117; H 0.120; H 0.109; H 0.113; H 0.121; H 0.131; H 0.118; H 0.102; H 0.121; H 0.127; H 0.113; H 0.117; H 0.130; H 0.115; H 0.135; H 0.120; H 0.127; H 0.092; H 0.109; H 0.123; H 0.119; H 0.133; H 0.128; H 0.078; H 0.108; H 0.123; H 0.126; H 0.124